[1]
ORCA calculation (wB97M-V/def2-TZVPD) on a molecular structure, C5H10 at a distorted geometry.

Computed properties:
2S+1: 1
Max |F|, eV/Å: 4.878
DFT total energy, eV: -5343.3572
ΔE to the lowest compared entry with this formula, charge and spin, eV: 3.909
Kohn-Sham gap, eV: 10.097

Geometry as XYZ:
```
15
Properties=species:S:1:pos:R:3:forces:R:3
C -0.926 -0.848 0.657 -0.42 -2.56 -1.50
C -1.278 0.531 0.192 1.04 0.72 -1.91
C 0.442 1.236 -0.669 -1.98 0.39 1.45
C 1.400 0.315 -0.061 -1.49 -2.42 0.58
C 0.310 -1.264 -0.067 4.02 2.74 -0.38
H -0.851 -0.924 1.750 0.04 -0.11 -0.42
H -1.530 -1.850 0.198 0.31 2.94 1.61
H -1.842 0.570 -0.719 -0.65 -0.22 -0.26
H -1.796 1.124 0.967 0.80 0.25 -0.49
H 0.670 1.452 -1.738 -1.26 -1.03 0.23
H 0.348 2.223 -0.271 0.32 0.66 0.73
H 1.506 0.462 1.010 0.00 0.10 0.17
H 2.406 0.359 -0.511 -0.53 -0.79 -0.12
H 0.936 -2.006 0.405 -0.14 -0.54 -0.02
H 0.165 -1.439 -1.138 -0.06 -0.12 0.33
```
Positions in Å, forces in eV/Å.


[2]
ORCA calculation (wB97M-V/def2-TZVPD) on 2 unconnected molecules or ions with the total composition C5H11IN at a distorted geometry.

Computed properties:
Total charge: +1
2S+1: 3
Max |F|, eV/Å: 3.886
DFT total energy, eV: -14941.3634
ΔE to the lowest compared entry with this formula, charge and spin, eV: 2.191
Kohn-Sham gap (spin up / spin down), eV: 7.699 / 5.226
<S²>: 2.0169

Geometry as XYZ:
```
18
Properties=species:S:1:pos:R:3:forces:R:3
C 0.813 -0.584 -0.040 0.10 -0.29 2.11
C 1.917 1.512 0.846 -3.19 -1.94 -0.35
C -0.871 -2.347 0.073 -2.12 0.48 2.09
C 1.157 0.774 -0.294 -0.55 3.01 -0.60
C -2.163 0.923 -0.851 -0.68 -0.89 -1.37
N -0.363 -1.018 -0.133 2.22 -1.68 0.91
I -3.787 0.042 0.041 0.68 0.28 -0.30
H 1.704 -1.024 0.572 -1.79 -0.70 -1.03
H 1.385 1.801 1.718 -0.87 -0.40 0.82
H 2.162 2.385 0.421 1.65 3.17 -1.52
H 2.694 0.891 1.057 2.69 -1.18 0.99
H -1.562 -2.333 1.034 1.95 0.03 -1.26
H 0.014 -3.036 0.117 -1.28 0.24 -0.42
H -1.721 -2.458 -0.602 0.71 -0.86 -0.85
H 1.875 0.824 -1.089 0.32 -0.25 -0.80
H 0.256 1.305 -0.627 0.51 0.02 0.02
H -1.643 1.692 -0.362 0.15 0.88 0.72
H -1.868 0.649 -1.883 -0.50 0.08 0.81
```
Positions in Å, forces in eV/Å.


[3]
ORCA calculation (wB97M-V/def2-TZVPD) on 2 unconnected molecules or ions with the total composition C4H9N at a distorted geometry.

Computed properties:
2S+1: 1
Max |F|, eV/Å: 2.872
DFT total energy, eV: -5781.0423
ΔE to the lowest compared entry with this formula, charge and spin, eV: 2.770
Kohn-Sham gap, eV: 9.697
Structure (SMILES): C=CC.C=N

Geometry as XYZ:
```
14
Properties=species:S:1:pos:R:3:forces:R:3
C 0.334 -1.414 2.171 0.58 0.82 0.19
C -0.296 -0.233 2.173 -0.38 0.15 -0.25
C -1.537 0.128 1.436 -2.00 -0.78 1.91
H 1.419 -1.344 2.151 0.03 -0.46 1.34
H -0.123 -2.395 2.180 -0.19 0.05 -1.23
H 0.072 0.618 2.748 1.05 0.05 -0.82
H -2.338 0.407 2.143 0.21 0.29 0.10
H -1.422 1.023 0.831 0.28 -0.31 -0.47
H -2.009 -0.740 0.974 0.42 0.19 -0.77
C 0.951 1.036 -3.156 -0.87 0.03 -1.24
N 2.035 0.396 -3.199 0.73 1.23 -0.33
H 0.810 2.041 -2.755 0.43 -0.39 1.10
H 0.052 0.720 -3.704 0.14 -0.03 -0.21
H 2.050 -0.243 -3.992 -0.43 -0.85 0.68
```
Positions in Å, forces in eV/Å.


[4]
ORCA calculation (wB97M-V/def2-TZVPD) on 7 unconnected molecules or ions with the total composition C40H43BrF49O12PS at a distorted geometry.

Computed properties:
2S+1: 1
Max |F|, eV/Å: 5.720
DFT total energy, eV: -290066.9762
Kohn-Sham gap, eV: 8.660
Structure (SMILES): COCCC[C@@]1(P(C)O)OS(=O)(=O)O[C@]1(Br)C[C@H](C)F.FC(F)C(F)(F)COC(F)(F)C(F)F.FC(F)C(F)(F)COC(F)(F)C(F)F.FC(F)C(F)(F)COC(F)(F)C(F)F.FC(F)C(F)(F)COC(F)(F)C(F)F.FC(F)C(F)(F)COC(F)(F)C(F)F.FC(F)C(F)(F)COC(F)(F)C(F)F

Geometry as XYZ:
```
147
Properties=species:S:1:pos:R:3:forces:R:3
C 1.057 1.669 -3.961 -0.21 -0.77 0.71
O -0.196 2.363 -3.868 0.85 0.66 0.10
C -0.076 3.733 -4.247 -0.75 -0.05 -0.92
C -1.532 4.325 -4.319 0.82 0.64 -0.36
C -1.761 5.624 -3.480 -1.18 -0.64 -0.02
C -1.834 5.438 -1.919 -0.05 0.06 -1.98
P -0.131 5.418 -1.007 0.31 0.23 1.19
C 0.508 3.669 -0.853 1.05 0.00 -0.47
O 0.888 6.321 -2.047 -1.00 -1.69 0.17
O -2.321 6.766 -1.496 -0.35 -0.39 2.55
S -2.794 6.597 0.101 -0.82 3.57 4.39
O -4.058 7.295 0.464 2.03 -2.37 -2.59
O -1.814 7.051 1.124 -1.05 -2.17 -3.14
O -2.975 4.923 0.060 0.63 1.16 -0.64
C -2.965 4.507 -1.332 0.48 0.64 -0.09
Br -4.747 5.225 -1.960 0.16 -0.63 -0.45
C -2.841 2.968 -1.492 -0.48 -0.14 0.52
C -3.949 2.307 -2.366 -0.33 -0.58 0.25
C -5.244 1.936 -1.575 -0.36 0.22 -0.16
F -3.405 1.078 -2.801 0.13 0.29 0.07
H 0.884 0.765 -4.575 0.27 0.67 0.27
H 1.893 2.276 -4.365 -0.61 -0.23 0.03
H 1.345 1.331 -2.934 -0.08 0.21 -0.72
H 0.370 3.753 -5.275 -0.26 0.13 0.68
H 0.604 4.333 -3.604 -0.45 -0.42 -0.10
H -1.691 4.612 -5.386 -0.06 -0.14 0.78
H -2.287 3.540 -4.110 0.61 0.44 0.07
H -2.764 6.016 -3.783 0.69 -0.20 0.32
H -1.048 6.431 -3.759 -0.23 -0.72 0.38
H 1.227 3.684 0.002 -0.56 0.24 -0.56
H -0.276 2.938 -0.561 0.36 0.67 -0.41
H 1.097 3.315 -1.727 -0.65 0.01 0.48
H 0.391 7.133 -2.208 0.22 0.26 0.08
H -1.857 2.639 -1.885 -0.55 0.57 -0.02
H -2.938 2.524 -0.471 0.12 0.37 -0.64
H -4.165 2.861 -3.304 0.13 -0.16 0.77
H -5.343 0.828 -1.545 0.25 0.75 0.02
H -5.245 2.326 -0.536 0.13 -0.23 -0.61
H -6.166 2.328 -2.057 0.70 -0.19 0.21
F 1.509 -2.185 -7.650 0.38 -0.32 -0.18
C 1.491 -1.529 -6.482 -0.56 0.35 0.15
F 1.044 -0.277 -6.756 0.18 0.10 0.18
C 2.867 -1.451 -5.808 0.87 -0.30 -0.23
F 3.729 -0.733 -6.560 -0.18 -0.02 -0.16
F 2.692 -0.746 -4.650 -0.30 -0.32 -0.20
C 3.539 -2.793 -5.407 0.24 -0.25 0.06
O 4.550 -3.337 -6.275 -0.70 0.31 -0.88
C 4.209 -4.140 -7.371 -0.08 0.21 1.66
F 2.915 -4.486 -7.316 -0.27 0.13 -0.37
F 4.904 -5.285 -7.226 0.28 -0.04 -0.30
C 4.606 -3.504 -8.707 0.32 0.22 -0.46
F 4.013 -2.312 -8.890 -0.22 0.10 0.27
F 4.227 -4.299 -9.732 -0.04 -0.26 0.15
H 0.762 -2.008 -5.823 0.09 -0.04 0.12
H 4.087 -2.581 -4.496 0.08 0.24 -0.22
H 2.805 -3.547 -5.121 -0.14 0.04 -0.29
H 5.686 -3.355 -8.755 0.04 -0.14 0.17
F 1.164 -0.909 -0.719 0.29 0.01 -0.22
C 0.559 -1.603 0.256 -0.70 0.22 0.01
F 0.162 -0.687 1.169 0.18 -0.10 0.47
C 1.483 -2.643 0.895 0.83 -0.14 0.01
F 2.524 -2.045 1.512 -0.05 0.20 -0.10
F 0.772 -3.267 1.874 -0.35 0.02 -0.23
C 2.015 -3.751 -0.042 0.19 -0.53 -0.06
O 3.335 -3.585 -0.583 -0.33 1.10 -0.39
C 3.477 -2.816 -1.742 -0.64 -1.07 0.87
F 2.268 -2.564 -2.269 0.02 0.43 -0.36
F 4.114 -3.585 -2.650 0.45 -0.09 0.15
C 4.320 -1.558 -1.506 0.55 0.39 0.32
F 3.784 -0.769 -0.557 -0.26 -0.12 0.12
F 4.397 -0.818 -2.633 -0.04 -0.24 -0.26
H -0.340 -2.070 -0.154 0.03 -0.18 0.04
H 2.096 -4.641 0.573 0.16 0.25 0.18
H 1.294 -4.014 -0.816 -0.01 0.29 -0.01
H 5.330 -1.821 -1.191 -0.16 -0.26 -0.05
F 0.748 -6.824 4.267 -0.05 -0.05 -0.56
C 1.229 -7.754 5.104 -0.07 0.16 0.70
F 2.011 -7.098 5.996 0.18 -0.25 -0.01
C 2.054 -8.837 4.397 0.36 -0.06 -0.88
F 3.164 -8.304 3.842 -0.08 0.25 0.01
F 2.485 -9.688 5.369 -0.33 -0.01 0.19
C 1.342 -9.717 3.339 -0.20 -0.54 -0.32
O 1.515 -9.404 1.946 -0.08 1.14 0.33
C 0.692 -8.466 1.310 0.01 -1.48 0.84
F -0.343 -8.140 2.093 -0.02 0.51 0.14
F 0.166 -9.092 0.241 0.16 0.18 -0.36
C 1.477 -7.248 0.813 0.39 0.20 -0.29
F 2.104 -6.611 1.818 -0.09 -0.12 0.32
F 0.635 -6.353 0.237 -0.29 -0.34 -0.01
H 0.394 -8.197 5.652 0.01 -0.15 -0.05
H 1.808 -10.699 3.431 0.14 0.15 -0.01
H 0.292 -9.883 3.583 -0.04 0.34 0.03
H 2.232 -7.545 0.082 -0.11 -0.19 -0.04
F -2.989 0.989 2.996 0.04 0.14 0.12
C -2.419 -0.209 2.800 0.52 0.04 -0.49
F -2.512 -0.462 1.469 -0.18 -0.31 0.07
C -3.113 -1.323 3.592 -0.67 -0.09 0.42
F -4.385 -1.480 3.166 0.03 0.10 -0.14
F -2.466 -2.486 3.298 0.36 0.16 -0.03
C -3.120 -1.200 5.135 0.00 -0.40 0.45
O -4.311 -0.660 5.722 0.25 0.82 -0.76
C -4.406 0.732 5.814 0.73 -1.08 0.54
F -3.217 1.292 5.556 0.04 0.48 -0.20
F -4.677 1.014 7.102 -0.41 0.14 -0.02
C -5.519 1.299 4.932 -0.76 0.10 -0.37
F -5.332 0.976 3.641 -0.07 -0.17 0.04
F -5.545 2.648 4.993 0.21 0.13 0.37
H -1.359 -0.137 3.052 -0.01 -0.15 0.12
H -3.075 -2.223 5.511 -0.20 0.01 -0.16
H -2.221 -0.721 5.523 -0.08 0.20 -0.25
H -6.494 0.914 5.236 0.08 -0.06 0.23
F 8.396 0.040 -0.880 0.15 0.27 0.42
C 8.577 -1.261 -1.133 -0.08 -0.10 -0.56
F 7.376 -1.737 -1.562 0.18 -0.28 0.09
C 9.035 -2.058 0.095 0.06 0.18 0.95
F 8.081 -2.048 1.050 -0.16 0.19 -0.12
F 9.154 -3.353 -0.312 0.14 0.07 -0.34
C 10.393 -1.681 0.740 0.62 0.00 0.30
O 10.396 -0.856 1.916 -0.86 0.54 -0.57
C 10.375 0.543 1.818 0.82 -1.31 -0.36
F 10.591 0.928 0.553 -0.38 0.23 -0.23
F 11.433 0.982 2.525 -0.13 0.19 0.32
C 9.107 1.150 2.426 -0.44 0.18 0.41
F 7.994 0.693 1.824 0.07 -0.25 -0.29
F 9.117 2.492 2.278 0.30 0.03 -0.07
H 9.290 -1.361 -1.955 0.08 -0.12 0.06
H 10.804 -2.626 1.100 -0.21 0.02 0.05
H 11.113 -1.327 0.002 -0.24 0.22 -0.11
H 9.037 0.912 3.489 0.21 -0.06 0.01
F -9.215 5.763 6.121 -0.21 -0.35 -0.32
C -8.368 6.751 5.796 0.30 0.36 0.54
F -8.773 7.844 6.489 0.08 0.15 -0.23
C -8.353 7.069 4.296 -0.50 -0.27 -0.74
F -9.555 7.538 3.897 -0.15 -0.08 0.21
F -7.471 8.092 4.128 0.25 -0.12 0.26
C -7.905 5.949 3.322 0.28 -0.26 -0.52
O -8.926 5.196 2.640 -0.62 0.13 1.02
C -9.496 4.071 3.249 1.66 0.82 -0.72
F -8.785 3.744 4.333 -0.34 -0.21 0.63
F -9.324 3.061 2.373 -0.47 -0.24 -0.12
C -10.996 4.229 3.521 -0.57 0.09 -0.08
F -11.253 5.276 4.322 0.29 0.17 0.10
F -11.475 3.126 4.140 0.24 -0.20 -0.06
H -7.368 6.484 6.146 0.07 -0.01 -0.14
H -7.387 6.466 2.512 -0.20 0.09 0.03
H -7.151 5.294 3.759 -0.21 -0.02 0.26
H -11.543 4.376 2.588 0.17 -0.08 -0.12
```
Positions in Å, forces in eV/Å.